1.
Density functional theory data (ωB97M-V/def2-TZVPD) for a cluster of 2 separate species, HNO2S in total.

Last column: natural (NBO) charge in e.
Cartesian coordinates (Å):
N 0.419 1.376 0.109  0.209
O 1.209 1.438 0.964  -0.166
O 0.287 -1.154 -1.196  -0.910
S -0.892 -0.493 -0.615  0.851
H -1.024 -1.166 0.738  0.016

As for the energy: -16431.6217 eV. Its LUMO energy (alpha / beta) is -1.20 / -1.19 eV. The calculation puts the orbital gap (alpha / beta) at 6.985 / 6.978 eV. For the energy relative to the best compared isomer or geometry (same formula, charge and spin), the calculation gives 2.979 eV.



2.
Density functional theory data (ωB97M-V/def2-TZVPD) for a structure of composition C2H2CsLiO2.

Last column: Mulliken spin population.
Cartesian coordinates (Å):
O 1.164 -0.463 0.294  0.232
C 0.632 0.706 0.199  0.277
C -0.793 0.769 0.191  0.206
O -1.411 -0.346 0.243  0.241
Li -0.211 -1.327 1.491  0.003
Cs 0.691 -2.646 -2.454  0.002
H 1.249 1.579 -0.051  0.019
H -1.321 1.727 0.087  0.019

Its charge is +1. As for the energy: -6949.1189 eV. As for the spin multiplicity: 2. Its LUMO energy (alpha / beta) is -3.82 / -3.82 eV. The calculation puts the orbital gap (alpha / beta) at 6.747 / 9.068 eV. For the energy relative to the best compared isomer or geometry (same formula, charge and spin), the calculation gives 0.103 eV.



3.
Density functional theory data (ωB97M-V/def2-TZVPD) for a structure of composition C9H7N3.

Last column: natural (NBO) charge in e.
Cartesian coordinates (Å):
C 2.844 0.898 0.070  -0.225
C 3.059 -0.486 0.099  0.114
C 1.574 1.385 -0.161  0.032
C 2.004 -1.432 0.118  -0.207
C -3.364 0.298 0.059  0.388
C 0.480 0.476 -0.157  -0.202
C -0.856 0.476 -0.012  0.405
C 0.726 -1.003 -0.082  0.297
C -1.418 -0.867 -0.022  0.337
N -0.455 -1.722 -0.127  -0.336
N -2.633 1.346 0.087  -0.475
N -2.771 -0.919 0.012  -0.523
H 3.686 1.577 0.096  0.286
H 4.077 -0.855 0.024  0.276
H 1.417 2.427 -0.424  0.277
H 2.205 -2.488 0.274  0.297
H -4.453 0.347 0.072  0.288
H -2.831 2.336 0.087  0.482
H -3.293 -1.794 -0.014  0.489

Its charge is +2. As for the energy: -13894.6521 eV. Its LUMO energy (alpha / beta) is -11.60 / -11.56 eV. The calculation puts the orbital gap (alpha / beta) at 6.173 / 6.147 eV.



4.
Density functional theory data (ωB97M-V/def2-TZVPD) for a structure of composition C33H37Br3F40NO10PSSi2.

Last column: Löwdin charge in e.
Cartesian coordinates (Å):
C 1.775 -4.160 2.753  -0.072
C 1.075 -2.977 3.400  -0.331
N 1.370 -1.701 2.711  -0.091
Si -0.005 -0.702 2.468  0.241
O -1.129 -1.598 1.618  -0.357
Si -2.703 -1.103 1.453  0.166
Br -2.970 1.058 1.922  0.602
C -3.916 -2.163 2.426  -0.257
C -5.134 -1.421 2.978  -0.191
C -4.929 -1.045 4.416  -0.515
O -4.903 -1.907 5.312  0.069
O -4.749 0.267 4.665  0.074
C 0.618 0.715 1.403  -0.758
Br -0.008 0.655 -0.408  0.706
C 1.433 1.672 1.798  -0.813
C 2.022 1.754 3.154  -0.144
Br 1.978 3.046 0.598  0.756
P -0.717 -0.089 4.542  0.098
O -1.269 1.400 4.605  -0.272
O -1.959 -1.034 4.935  -0.244
S 0.706 -0.339 5.819  0.329
H 2.579 -4.531 3.362  0.069
H 1.100 -4.989 2.617  0.069
H 2.173 -3.923 1.776  0.069
H 1.396 -2.906 4.425  0.074
H 0.008 -3.202 3.428  0.083
H 1.727 -1.945 1.793  0.076
H -3.060 -1.276 0.036  0.001
H -4.298 -2.867 1.703  0.073
H -3.441 -2.751 3.198  0.077
H -5.975 -2.086 2.963  0.098
H -5.402 -0.583 2.356  0.086
H -4.374 0.302 5.560  0.129
H 1.362 2.188 3.885  0.070
H 2.375 0.782 3.457  0.058
H 2.887 2.395 3.112  0.062
H -1.048 1.898 3.805  0.016
H -1.759 -1.918 4.596  0.057
C 3.407 0.635 -2.854  -0.038
C 4.297 0.331 -1.635  -0.445
C 5.218 1.442 -1.128  -0.307
F 6.146 1.787 -2.041  0.102
F 5.866 0.984 -0.027  0.082
F 5.002 -0.800 -1.855  0.135
F 3.449 0.080 -0.603  0.073
O 3.820 0.153 -4.124  0.051
C 4.638 0.874 -4.959  -0.537
C 5.951 0.135 -5.232  -0.285
F 6.633 -0.066 -4.087  0.102
F 6.720 0.890 -6.053  0.100
F 4.854 2.126 -4.511  0.153
F 3.995 0.986 -6.144  0.138
H 2.489 0.083 -2.658  0.132
H 3.119 1.685 -2.892  0.147
H 4.642 2.327 -0.845  0.138
H 5.760 -0.827 -5.704  0.156
C 3.103 0.459 -9.767  -0.036
C 3.002 0.494 -11.303  -0.442
C 2.132 -0.562 -11.990  -0.308
F 2.604 -1.806 -11.780  0.099
F 2.145 -0.334 -13.324  0.098
F 4.238 0.497 -11.843  0.137
F 2.425 1.690 -11.613  0.103
O 4.260 -0.120 -9.184  0.045
C 4.357 -1.455 -8.888  -0.532
C 5.504 -2.125 -9.648  -0.285
F 5.309 -2.037 -10.975  0.108
F 5.546 -3.434 -9.307  0.100
F 3.192 -2.105 -9.055  0.158
F 4.664 -1.539 -7.567  0.124
H 3.173 1.505 -9.477  0.149
H 2.189 0.084 -9.309  0.147
H 1.098 -0.501 -11.637  0.172
H 6.454 -1.651 -9.391  0.177
C 7.612 -1.479 2.446  -0.036
C 6.567 -1.144 3.525  -0.442
C 6.671 0.212 4.227  -0.306
F 7.821 0.326 4.920  0.099
F 5.646 0.328 5.103  0.096
F 6.519 -2.136 4.439  0.135
F 5.361 -1.129 2.889  0.098
O 8.692 -2.331 2.798  0.048
C 9.866 -1.857 3.327  -0.543
C 10.123 -2.426 4.726  -0.288
F 9.140 -2.073 5.573  0.104
F 11.290 -1.924 5.194  0.098
F 9.933 -0.513 3.315  0.153
F 10.868 -2.310 2.539  0.141
H 7.062 -2.061 1.708  0.148
H 7.953 -0.588 1.920  0.145
H 6.603 1.027 3.501  0.172
H 10.187 -3.515 4.684  0.175
C -5.654 5.714 2.573  -0.037
C -4.369 4.908 2.307  -0.441
C -3.594 4.378 3.516  -0.301
F -3.125 5.376 4.286  0.109
F -2.522 3.666 3.072  0.005
F -3.545 5.609 1.502  0.139
F -4.759 3.799 1.615  0.072
O -5.589 7.128 2.495  0.048
C -5.270 7.917 3.575  -0.541
C -3.998 8.732 3.321  -0.288
F -2.947 7.919 3.102  0.103
F -3.736 9.482 4.415  0.101
F -5.193 7.215 4.721  0.153
F -6.274 8.809 3.724  0.145
H -6.313 5.446 1.749  0.149
H -6.159 5.382 3.479  0.148
H -4.217 3.715 4.124  0.176
H -4.134 9.384 2.456  0.176
C -9.266 -3.570 1.409  -0.038
C -8.460 -2.600 0.525  -0.434
C -8.949 -1.153 0.416  -0.307
F -10.165 -1.080 -0.153  0.104
F -8.082 -0.462 -0.363  0.096
F -8.295 -3.131 -0.702  0.142
F -7.219 -2.514 1.094  0.084
O -10.157 -4.472 0.775  0.048
C -11.469 -4.157 0.507  -0.541
C -11.763 -4.200 -0.995  -0.288
F -10.999 -3.310 -1.656  0.103
F -13.061 -3.879 -1.195  0.101
F -11.838 -2.984 1.055  0.153
F -12.230 -5.116 1.077  0.146
H -8.514 -4.225 1.845  0.149
H -9.737 -3.058 2.247  0.148
H -8.980 -0.680 1.403  0.173
H -11.570 -5.200 -1.388  0.176

As for the energy: -411499.5997 eV. Its LUMO energy is -0.09 eV. The calculation puts the orbital gap at 8.749 eV. For the energy relative to the best compared isomer or geometry (same formula, charge and spin), the calculation gives 0.628 eV.



Please write out number 3 again, unchanged.
Density functional theory data (ωB97M-V/def2-TZVPD) for a structure of composition C9H7N3.

Last column: natural (NBO) charge in e.
Cartesian coordinates (Å):
C 2.844 0.898 0.070  -0.225
C 3.059 -0.486 0.099  0.114
C 1.574 1.385 -0.161  0.032
C 2.004 -1.432 0.118  -0.207
C -3.364 0.298 0.059  0.388
C 0.480 0.476 -0.157  -0.202
C -0.856 0.476 -0.012  0.405
C 0.726 -1.003 -0.082  0.297
C -1.418 -0.867 -0.022  0.337
N -0.455 -1.722 -0.127  -0.336
N -2.633 1.346 0.087  -0.475
N -2.771 -0.919 0.012  -0.523
H 3.686 1.577 0.096  0.286
H 4.077 -0.855 0.024  0.276
H 1.417 2.427 -0.424  0.277
H 2.205 -2.488 0.274  0.297
H -4.453 0.347 0.072  0.288
H -2.831 2.336 0.087  0.482
H -3.293 -1.794 -0.014  0.489

Its charge is +2. As for the energy: -13894.6521 eV. Its LUMO energy (alpha / beta) is -11.60 / -11.56 eV. The calculation puts the orbital gap (alpha / beta) at 6.173 / 6.147 eV.



The highest energy belongs to which entry? C2H2CsLiO2



Please write out number 2 again, unchanged.
Density functional theory data (ωB97M-V/def2-TZVPD) for a structure of composition C2H2CsLiO2.

Last column: Mulliken spin population.
Cartesian coordinates (Å):
O 1.164 -0.463 0.294  0.232
C 0.632 0.706 0.199  0.277
C -0.793 0.769 0.191  0.206
O -1.411 -0.346 0.243  0.241
Li -0.211 -1.327 1.491  0.003
Cs 0.691 -2.646 -2.454  0.002
H 1.249 1.579 -0.051  0.019
H -1.321 1.727 0.087  0.019

Its charge is +1. As for the energy: -6949.1189 eV. As for the spin multiplicity: 2. Its LUMO energy (alpha / beta) is -3.82 / -3.82 eV. The calculation puts the orbital gap (alpha / beta) at 6.747 / 9.068 eV. For the energy relative to the best compared isomer or geometry (same formula, charge and spin), the calculation gives 0.103 eV.



Among the records above, which one has the lowest energy? C33H37Br3F40NO10PSSi2